5 unconnected molecules or ions with the total composition C32H79BIN4O2. Source: OMol25; level of theory: ωB97M-V with the def2-TZVPD basis set.

ORCA input file:
```
! wB97M-V def2-TZVPD RIJCOSX def2/J DEFGRID3
* xyz -1 1
C -4.93941 0.35947 -0.08865
C -3.73084 1.01146 -0.75671
O -2.59213 1.03775 0.06028
C -1.89012 -0.22226 0.09378
B -0.62314 -0.24420 1.13176
C -1.20393 0.36915 2.51674
O -0.26845 0.38347 3.61188
C -0.87467 0.43369 4.86216
C -0.12202 -1.83559 1.18046
C -0.45903 -2.69885 2.40218
C -0.87495 -4.14570 2.10583
I 1.21013 -2.74711 3.80544
H -4.95495 0.63230 0.96994
H -5.86969 0.71063 -0.54572
H -4.93152 -0.73002 -0.14377
H -3.50108 0.49762 -1.70444
H -3.96526 2.05320 -1.00296
H -1.56033 -0.43601 -0.94092
H -2.61116 -1.01908 0.36002
H 0.28545 0.46854 0.69853
H -1.54701 1.39581 2.32578
H -2.10822 -0.17343 2.86575
H -1.54100 -0.42990 5.02674
H -0.08857 0.41846 5.62156
H -1.47789 1.34567 5.00636
H -0.62402 -2.34046 0.33706
H 0.94453 -1.93359 0.95886
H -1.20831 -2.20765 3.02137
H -1.11226 -4.23823 1.04272
H -1.77298 -4.41617 2.66684
H -0.10736 -4.88016 2.34153
C -2.56242 7.48431 3.99834
C -3.18842 6.16013 3.58607
N -2.21391 5.20597 3.09726
C -2.80071 4.07164 2.39246
C -3.70135 3.11957 3.18099
C -1.12219 4.89362 4.01108
C -1.49577 4.43346 5.42425
H -1.94138 7.87719 3.19142
H -3.34207 8.21275 4.22853
H -1.93750 7.37890 4.88651
H -3.89183 6.33307 2.76535
H -3.79408 5.77963 4.42616
H -1.98263 3.49390 1.95760
H -3.37076 4.48253 1.55273
H -3.13219 2.51203 3.88288
H -4.17141 2.42741 2.47923
H -4.49422 3.64045 3.72337
H -0.48821 5.78078 4.09752
H -0.51628 4.12644 3.52426
H -2.23339 5.10004 5.87755
H -0.60770 4.44198 6.05960
H -1.90260 3.42499 5.43679
C 3.49720 -5.51506 1.88905
C 2.70592 -5.33927 0.60082
N 2.93181 -4.04992 -0.01973
C 1.95516 -3.68391 -1.02761
C 1.93318 -4.51191 -2.31777
C 4.31124 -3.69533 -0.28065
C 5.14861 -4.66123 -1.12909
H 3.30620 -4.65574 2.53405
H 3.16627 -6.41928 2.40298
H 4.57044 -5.60550 1.71234
H 1.63806 -5.37852 0.83534
H 2.90481 -6.19177 -0.07299
H 2.11730 -2.63088 -1.27374
H 0.97151 -3.73368 -0.55251
H 2.80923 -4.32416 -2.94014
H 1.04626 -4.25964 -2.90298
H 1.89620 -5.58189 -2.10234
H 4.81210 -3.56310 0.68297
H 4.30051 -2.70853 -0.75182
H 5.04448 -5.68786 -0.77174
H 6.20524 -4.39283 -1.06148
H 4.86289 -4.64563 -2.18096
C -3.36160 -2.44966 -3.55750
C -4.49596 -1.68257 -4.21583
N -4.07574 -0.39024 -4.72876
C -5.16719 0.51455 -5.03145
C -6.11884 0.13129 -6.17161
C -2.95813 -0.40111 -5.65805
C -3.10184 -1.25628 -6.92280
H -2.87150 -1.82508 -2.80832
H -3.75303 -3.33823 -3.05998
H -2.60747 -2.78117 -4.27313
H -5.26787 -1.47750 -3.46760
H -4.97244 -2.32074 -4.97956
H -4.73075 1.49544 -5.24046
H -5.75228 0.62405 -4.11297
H -5.64437 0.21952 -7.14876
H -6.99079 0.78870 -6.16268
H -6.47552 -0.89442 -6.06149
H -2.07163 -0.73543 -5.11488
H -2.76910 0.63929 -5.93506
H -3.45098 -2.26142 -6.67811
H -2.13180 -1.35652 -7.41384
H -3.79997 -0.82788 -7.64117
C 6.07408 2.51131 -2.66181
C 5.55746 1.44995 -1.70318
N 6.51239 1.12639 -0.65506
C 6.17840 -0.09224 0.07266
C 4.89083 -0.10985 0.89675
C 6.95359 2.25198 0.15832
C 5.87870 3.10634 0.83940
H 7.05606 2.23154 -3.04780
H 5.38534 2.62125 -3.50058
H 6.16179 3.48695 -2.18123
H 5.37730 0.52189 -2.25385
H 4.57675 1.76501 -1.31606
H 7.02909 -0.32507 0.72039
H 6.12909 -0.89387 -0.67215
H 4.97046 0.49864 1.79670
H 4.67172 -1.13029 1.21559
H 4.02982 0.24173 0.32691
H 7.56052 2.90573 -0.47406
H 7.63153 1.84305 0.91243
H 5.09540 3.39284 0.13553
H 6.32715 4.02511 1.22316
H 5.39800 2.59301 1.66958
*
```

Values from the calculation:
E_HOMO: -0.19014 Ha
Gap between HOMO and LUMO: 0.2832 hartree

---

A molecular structure, C32H79N5O2V at a distorted geometry. Source: OMol25; level of theory: ωB97M-V with the def2-TZVPD basis set.

ORCA input file:
```
! wB97M-V def2-TZVPD RIJCOSX def2/J DEFGRID3
* xyz 0 4
V -1.52084 -9.33310 -26.84314
O -3.34875 -10.17919 -27.08419
C -3.90134 -9.03868 -26.43584
C -3.36227 -7.82708 -27.26445
O -2.18528 -7.47326 -26.69679
H -3.51228 -9.13774 -25.44811
H -4.98892 -9.08481 -26.30226
H -4.05216 -6.98069 -27.44821
H -3.07811 -8.33064 -28.24252
C 2.96827 -5.48338 -25.60943
C 2.56876 -4.04769 -25.34553
N 1.23097 -3.75855 -25.81110
C 0.52391 -2.63829 -25.08286
C 1.29532 -1.40595 -25.56489
C 0.89329 -3.92180 -27.26379
C -0.58190 -4.28882 -27.37540
H 2.29797 -6.18109 -25.18384
H 3.76530 -5.65715 -24.96636
H 3.05406 -5.81777 -26.65824
H 3.29129 -3.33654 -25.69966
H 2.59297 -3.94155 -24.27520
H 0.66837 -2.75074 -24.05128
H -0.53920 -2.54750 -25.22749
H 2.33334 -1.30257 -25.14921
H 0.87296 -0.49711 -25.24429
H 1.23896 -1.12672 -26.66274
H 1.52461 -4.75774 -27.59840
H 1.10329 -3.16200 -27.96211
H -1.22591 -3.51653 -26.95388
H -0.79755 -5.27273 -26.92966
H -0.86939 -4.36137 -28.39617
C -5.19939 -8.74895 -23.49992
C -6.43450 -8.00815 -23.39599
N -7.47407 -8.65370 -22.69122
C -7.88193 -9.92377 -23.33188
C -8.64676 -9.78587 -24.59717
C -7.24682 -8.72616 -21.24464
C -8.56507 -8.70646 -20.54850
H -4.76196 -8.98488 -22.49889
H -4.41895 -8.12268 -23.97820
H -5.22843 -9.69710 -24.04857
H -6.72466 -7.70827 -24.34229
H -6.29876 -7.03277 -22.95086
H -8.52140 -10.46120 -22.64697
H -7.00508 -10.56643 -23.46436
H -8.01225 -9.30220 -25.39130
H -9.45108 -9.02787 -24.52855
H -8.95145 -10.70486 -25.07272
H -6.60485 -7.92218 -20.93899
H -6.67964 -9.64112 -21.04286
H -8.47705 -8.59549 -19.42596
H -9.17096 -9.65749 -20.64457
H -9.05662 -7.81047 -20.83170
C 0.87703 -10.44285 -21.71968
C -0.58373 -10.07136 -21.70918
N -1.31968 -11.31986 -21.54177
C -2.61157 -11.22726 -22.22380
C -2.53942 -10.96999 -23.64694
C -1.43369 -11.82450 -20.13261
C -1.93199 -13.26004 -19.89308
H 1.01774 -11.08353 -22.52859
H 1.20617 -10.77219 -20.76389
H 1.33780 -9.51760 -21.93267
H -0.72402 -9.49560 -22.61742
H -0.81059 -9.43855 -20.82773
H -3.24831 -10.43239 -21.71381
H -3.08925 -12.20486 -22.10688
H -1.78468 -11.58361 -23.98076
H -2.23969 -9.91454 -23.78496
H -3.57423 -11.19637 -24.01424
H -2.03745 -11.20686 -19.47324
H -0.43095 -11.78878 -19.74359
H -2.23833 -13.24143 -18.85348
H -1.14257 -13.91449 -20.19585
H -2.88654 -13.39359 -20.35706
C -3.10358 -3.88633 -24.53319
C -3.80086 -4.84087 -25.48734
N -5.26163 -4.47354 -25.53037
C -5.84909 -5.65482 -26.16423
C -7.34350 -5.70888 -26.15477
C -5.56804 -3.26695 -26.24063
C -5.03736 -3.14022 -27.70504
H -3.09497 -2.85694 -24.88784
H -2.05826 -4.18171 -24.46927
H -3.51515 -3.71987 -23.53306
H -3.58995 -5.81306 -24.95939
H -3.40476 -4.88232 -26.46543
H -5.40183 -6.57527 -25.73296
H -5.62716 -5.75723 -27.20439
H -7.62544 -6.78864 -26.09762
H -7.82318 -5.31056 -27.06831
H -7.80058 -5.19713 -25.28621
H -5.21095 -2.47470 -25.59391
H -6.68563 -3.25199 -26.20070
H -4.00640 -3.27222 -27.63672
H -5.10459 -2.12470 -28.10232
H -5.52987 -3.73508 -28.47993
C -0.31622 -11.65885 -26.30966
C 0.53450 -10.64335 -25.53414
N 0.47743 -9.30552 -26.11072
C 0.36825 -8.32396 -25.08198
C 1.69219 -8.41458 -24.32589
C 1.28033 -9.03889 -27.33701
C 0.97881 -7.75571 -28.12487
H -0.02607 -12.68264 -26.22565
H -0.21685 -11.60603 -27.38926
H -1.38831 -11.65679 -26.15922
H 1.54318 -11.05444 -25.41413
H 0.29545 -10.56218 -24.49167
H -0.49564 -8.49830 -24.43608
H 0.39172 -7.37933 -25.61056
H 2.46865 -8.17961 -25.06263
H 1.90190 -9.36341 -23.80854
H 1.78571 -7.59830 -23.55724
H 1.51673 -9.94243 -27.94677
H 2.20760 -8.63258 -27.00834
H 1.87692 -7.38806 -28.68510
H 0.70128 -6.92403 -27.51988
H 0.06676 -7.86568 -28.72592
*
```

Values from the calculation:
E_HOMO (alpha / beta): -0.26687 / -0.28913 Ha
<S²>: 3.76
Gap between HOMO and LUMO (alpha / beta): 0.2808 / 0.2960 hartree